# 1
Molecular formula: C28H27ClN2O2
Method: DFT, ωB97M-V/def2-TZVPD

Computed properties:
* calculated total energy: -49069.1174 eV
* ΔE to the lowest compared entry with this formula, charge and spin: 23.1 kcal per mole
* LUMO energy: -1.7 eV
* maximum force: 0.045 Eh/bohr

XYZ file:
```
60
Properties=species:S:1:pos:R:3:mulliken_charge:R:1
C -1.04709 -0.99889 -5.14185 -1.076
C -1.87516 -1.55823 -4.01147 -0.360
O -1.20569 -1.20583 -2.77174 -0.171
C -1.85487 -1.65885 -1.67503 0.561
C -1.08182 -1.55786 -0.39524 -0.940
N -1.73717 -1.95449 0.64520 -0.100
C -1.64485 -1.93653 1.93823 -0.443
C -2.55099 -2.74002 2.74084 0.470
C -2.71051 -2.57399 4.13864 -0.421
C -3.59710 -3.38115 4.84847 -0.675
C -4.30022 -4.39789 4.17812 0.398
Cl -5.38454 -5.39910 5.04812 -0.227
C -4.15765 -4.57257 2.79246 -0.643
C -3.30997 -3.72579 2.08110 -0.437
O -2.98232 -2.12183 -1.74762 -0.672
H -1.59707 -1.00991 -6.08907 0.415
H -0.74011 0.03386 -4.94056 0.274
H -0.14545 -1.60906 -5.27361 0.228
H -2.89527 -1.15980 -4.02285 0.318
H -1.92680 -2.65286 -4.05908 0.337
H 0.01196 -1.43036 -0.42684 0.697
H -0.89822 -1.30736 2.45834 0.381
H -2.14685 -1.79330 4.65152 0.345
H -3.76640 -3.23513 5.91308 0.376
H -4.72261 -5.34407 2.27945 0.391
H -3.22836 -3.82108 1.00088 0.402
C -1.86098 1.79789 1.87282 -1.322
C -0.39437 1.86214 1.96083 0.051
N 0.25883 2.45085 2.99291 0.087
C 1.64315 2.39338 2.80143 -0.518
C 1.87255 1.75094 1.56393 0.802
C 3.18594 1.58605 1.13396 -0.248
C 4.22162 2.16771 1.88014 -0.806
C 3.95843 2.87038 3.07278 -0.515
C 2.64959 2.97894 3.55916 -0.800
C 0.55505 1.44189 0.99209 1.554
C 0.27534 0.96090 -0.28643 -1.390
C 1.18339 1.18179 -1.37580 0.525
C 1.89859 2.40625 -1.50269 -0.439
C 2.76286 2.62986 -2.56123 -0.739
C 2.93324 1.65508 -3.55355 1.162
C 3.94583 1.88219 -4.63518 -1.498
C 2.16653 0.48171 -3.50335 -1.029
C 1.33918 0.23356 -2.41826 -0.290
H -2.14499 1.72561 0.81817 0.302
H -2.26980 0.91065 2.37868 0.205
H -2.32970 2.68788 2.31594 0.477
H -0.20081 2.87507 3.79761 0.256
H 3.38538 1.00602 0.23331 0.575
H 5.25131 2.08391 1.52344 0.385
H 4.78057 3.32853 3.61926 0.385
H 2.37806 3.52351 4.46401 0.379
H -0.72902 0.59900 -0.50857 0.768
H 1.74511 3.18915 -0.75818 0.437
H 3.33530 3.56178 -2.60803 0.402
H 3.92179 1.06918 -5.37087 0.351
H 3.76621 2.83623 -5.15377 0.343
H 4.96616 1.93314 -4.22031 0.314
H 2.25329 -0.24613 -4.31679 0.272
H 0.79146 -0.70294 -2.36698 0.134
```

---

# 2
Molecular formula: C28H27FeN3SSi
Method: DFT, ωB97M-V/def2-TZVPD

Computed properties:
* calculated total energy: -87034.2322 eV
* LUMO energy (alpha / beta): -3.4 / -3.4 eV
* maximum force: 0.080 Eh/bohr
* multiplicity: 6
* charge: +1
* <S²>: 8.77

XYZ file:
```
61
Properties=species:S:1:pos:R:3:lowdin_spin:R:1
C 1.36441 1.08603 1.95824 0.054
C 1.05144 1.65728 0.69042 0.066
C -0.30718 2.11309 0.72002 0.033
H 1.74684 1.74361 -0.15138 0.005
C -0.86027 1.76800 1.99628 0.048
C 0.19006 1.15715 2.77788 0.060
H 0.12501 0.88498 3.81854 0.003
H 2.33286 0.70549 2.27624 0.002
H -0.83616 2.67372 -0.04855 0.002
H -1.86175 1.99098 2.34369 0.004
Fe -0.36785 -0.20512 1.01134 3.555
C -0.17634 -0.08550 -1.65322 0.236
H -1.11729 0.42576 -1.46040 0.008
H 0.72618 0.29374 -1.17819 0.005
H -0.25584 -1.16396 -1.70985 0.011
Si 0.45822 0.54804 -3.86273 0.345
C 1.36961 -0.89222 -4.59614 0.009
C 2.32414 -0.64711 -5.60832 0.025
H 2.49183 0.37696 -5.96490 0.009
C 3.07679 -1.69936 -6.14798 0.000
H 3.81227 -1.49097 -6.92586 0.000
C 2.88951 -3.00437 -5.68237 0.011
H 3.49134 -3.81749 -6.08399 0.001
C 1.92274 -3.25765 -4.70099 -0.002
H 1.75510 -4.27248 -4.33601 0.000
C 1.15489 -2.21186 -4.16395 0.008
H 0.39446 -2.42004 -3.39983 0.000
C -1.08833 0.84532 -4.83074 0.019
C -1.05945 0.70162 -6.23351 0.007
H -0.15583 0.33588 -6.73293 0.003
C -2.17368 1.05995 -7.00653 0.005
H -2.11158 0.98689 -8.09266 0.000
C -3.34322 1.50738 -6.38526 0.000
H -4.20672 1.77623 -6.98757 0.000
C -3.39393 1.59934 -4.98937 0.004
H -4.30623 1.94110 -4.49594 0.000
C -2.27464 1.27626 -4.21193 0.002
H -2.30888 1.35686 -3.11961 0.000
H 1.41299 1.89755 -4.05065 0.123
H 1.26550 1.57968 -4.85346 0.178
N -0.70038 -2.82392 3.96651 0.009
C -1.58535 -1.95617 4.61476 0.002
C -1.76372 -1.75844 5.97628 0.001
C -2.43559 -0.59501 6.37967 -0.001
C -2.91449 0.32943 5.42938 0.001
C -2.68879 0.12574 4.06291 0.000
C -1.94974 -0.98649 3.65804 0.009
N -1.22729 -1.24450 2.47896 0.046
C -0.50997 -2.39827 2.69522 0.017
C 0.55452 -2.72946 1.79261 0.005
C 1.54112 -3.69554 1.85706 0.005
S 2.79033 -3.35617 0.69388 0.010
C 1.95762 -1.94741 0.16531 0.015
N 0.79683 -1.73272 0.82646 0.041
H -0.20748 -3.59890 4.39440 0.000
H -1.35911 -2.49391 6.67452 0.000
H -2.59341 -0.39470 7.43931 0.000
H -3.45836 1.21595 5.76154 0.000
H -3.08246 0.80312 3.30142 0.000
H 1.54910 -4.51381 2.55896 0.001
H 2.32852 -1.32266 -0.64644 0.000
```

---

# 3
Molecular formula: C28H27InN3SSi
Method: DFT, ωB97M-V/def2-TZVPD

Computed properties:
* calculated total energy: -57819.9155 eV
* ΔE to the lowest compared entry with this formula, charge and spin: 116.4 kcal per mole
* LUMO energy (alpha / beta): -4.3 / -3.8 eV
* maximum force: 0.058 Eh/bohr
* charge: +1

XYZ file:
```
61
Properties=species:S:1:pos:R:3:mulliken_charge:R:1
C 0.55872 1.25349 -0.35987 -1.202
C -0.54124 1.43105 -1.21997 -0.041
C -1.73015 1.09549 -0.51740 -0.535
H -0.50630 1.83558 -2.22986 0.511
C -1.37789 0.70706 0.79714 -1.000
C 0.06339 0.78811 0.90896 -0.400
H 0.61695 0.78154 1.84924 0.935
H 1.59847 1.48390 -0.59158 0.425
H -2.74402 1.21118 -0.90190 0.571
H -2.06251 0.54192 1.63290 0.514
In -0.12541 -1.62488 0.36386 0.817
C -0.04002 -2.08432 -2.50642 -0.716
H -1.01806 -1.79543 -2.09638 -0.058
H 0.84286 -1.76291 -1.92002 0.289
H 0.02927 -3.17368 -2.64426 0.323
Si 0.07807 -1.24380 -4.38104 0.396
C 1.92772 -0.94330 -4.62436 0.223
C 2.50892 0.25706 -4.19518 -0.026
H 1.86764 1.07949 -3.86937 0.399
C 3.90364 0.37075 -4.12849 -0.718
H 4.36977 1.27475 -3.72486 0.370
C 4.70971 -0.69584 -4.54235 -0.379
H 5.79300 -0.60887 -4.48900 0.380
C 4.13269 -1.88121 -5.00828 -0.567
H 4.77988 -2.70079 -5.32429 0.377
C 2.74020 -2.00806 -5.03771 -0.498
H 2.27687 -2.93784 -5.37116 0.326
C -1.27096 0.01608 -4.92263 0.487
C -0.83101 1.09196 -5.71205 -0.513
H 0.03785 0.96411 -6.37165 0.396
C -1.47311 2.33130 -5.60260 -0.383
H -1.09329 3.18324 -6.16965 0.394
C -2.59293 2.47047 -4.77247 -0.653
H -3.03829 3.45424 -4.62670 0.387
C -3.14912 1.33884 -4.16408 -0.321
H -4.07884 1.42990 -3.59913 0.434
C -2.52247 0.09377 -4.28073 -0.570
H -2.99621 -0.79844 -3.85601 0.434
H 0.09850 -0.17094 -3.29104 -0.117
H -0.15396 -1.97107 -5.64382 -0.246
N -1.23368 -2.58189 4.30284 -0.043
C 0.04845 -2.15263 4.68575 0.538
C 0.53163 -1.71921 5.90770 -0.865
C 1.72793 -0.98035 5.90277 -0.480
C 2.39814 -0.67944 4.70392 -0.657
C 1.91314 -1.13809 3.47282 -0.607
C 0.72365 -1.86868 3.49671 0.605
N -0.13968 -2.13808 2.44289 -0.292
C -1.32238 -2.55500 2.94582 0.388
C -2.47500 -2.65474 2.08786 -0.115
C -3.79231 -2.92998 2.36673 -0.338
S -4.77983 -2.67034 0.95592 -0.073
C -3.39202 -2.20807 0.05434 -0.027
N -2.25485 -2.28004 0.76168 -0.089
H -1.99935 -2.84352 4.91627 0.214
H -0.01794 -1.95338 6.81970 0.390
H 2.15272 -0.62374 6.84176 0.392
H 3.31040 -0.08215 4.73793 0.395
H 2.38764 -0.92672 2.51232 0.500
H -4.14666 -3.25412 3.33578 0.410
H -3.43942 -1.88464 -0.98348 0.311
```